Entry 1:
DFT (ωB97M-V/def2-TZVPD) results for a 8-piece molecular cluster, C14H45NO11 overall at a distorted geometry.

SMILES: COC[C@H](C)N.OCCO.OCCO.OCCO.CO.CO.CO.CO
Highest occupied orbital energy in eV: -8.7
Molecular weight in g mol⁻¹: 403.510
Energy above the lowest of the compared OMol25 structures with the same formula, charge and spin in eV: 1.490
Strongest force on any atom in eV Å⁻¹: 2.21
LUMO in eV: 0.24
Gap between HOMO and LUMO in Eh: 0.3295

Positions of all 71 atoms, in Å:
O 29.57500 -10.89778 -11.71663
O 28.28277 -12.78934 -10.20215
O 33.28274 -11.62658 -9.25009
O 28.87249 -15.62112 -4.17207
O 30.74744 -12.75494 -13.38454
O 30.35657 -16.33024 -6.83648
O 23.76288 -11.30252 -10.68544
O 29.06176 -10.25501 -8.83284
O 29.57528 -15.06611 -12.62632
O 33.38350 -14.24565 -13.02006
O 26.82554 -12.21336 -7.59829
N 31.87063 -8.98152 -11.21275
C 28.52272 -15.36978 -5.53616
C 32.30229 -10.91031 -9.87315
C 28.20070 -15.13691 -12.89822
C 33.05058 -14.40302 -11.65768
C 33.90625 -8.80928 -9.92770
C 32.87762 -12.68914 -8.43582
C 28.96176 -16.42519 -6.49044
C 29.10182 -13.73399 -9.62450
C 28.76589 -10.66986 -7.50435
C 29.57527 -10.64992 -13.11486
C 32.96681 -9.79089 -10.67716
C 30.80498 -11.40011 -13.70020
C 24.16493 -12.61999 -10.22643
C 27.25538 -10.88039 -7.29092
H 23.45362 -13.44042 -10.13131
H 27.64316 -12.68312 -9.49418
H 32.54625 -15.35896 -11.51648
H 34.17612 -14.77596 -13.13021
H 31.66996 -12.96016 -13.21588
H 25.90959 -12.24863 -7.31299
H 29.42235 -11.82547 -11.52253
H 30.89514 -11.28832 -14.78069
H 28.95780 -10.94598 -9.49113
H 28.42954 -16.37467 -7.44034
H 28.65292 -17.39388 -6.09757
H 28.90092 -14.39410 -5.84130
H 32.82187 -13.62673 -8.98893
H 31.44226 -8.47961 -10.44810
H 28.63740 -10.97843 -13.56274
H 27.95833 -15.41718 -13.92330
H 33.42113 -10.33650 -11.50420
H 28.69282 -14.74035 -9.71419
H 27.43597 -15.30134 -5.58505
H 34.77544 -9.32208 -9.51581
H 24.78972 -13.07515 -10.99492
H 34.17709 -7.98989 -10.59355
H 27.66629 -14.21797 -12.65725
H 22.89961 -11.13123 -10.30200
H 29.90404 -14.21105 -12.91335
H 29.20647 -11.63414 -7.25106
H 33.87800 -14.36127 -10.94935
H 33.69174 -12.73027 -7.71222
H 26.60587 -10.28962 -7.93686
H 29.60515 -9.60164 -13.41203
H 29.13194 -9.87298 -6.85698
H 31.67868 -10.92487 -13.25422
H 28.64503 -14.84750 -3.65113
H 31.97465 -12.61514 -7.82979
H 24.76190 -12.53682 -9.31825
H 33.47461 -8.45557 -8.99140
H 27.78039 -15.91093 -12.25608
H 31.66504 -10.49153 -9.09427
H 26.97529 -10.61987 -6.27024
H 32.34503 -13.61878 -11.38334
H 31.68237 -11.54336 -10.50801
H 29.14951 -13.53256 -8.55434
H 31.13701 -9.63077 -11.45853
H 30.09430 -13.69972 -10.07385
H 30.71633 -17.19369 -7.05243

Atoms 1-6, force components in eV/Å:
O -0.1 1.4 -0.2
O -0.9 0.8 -0.4
O 1.1 -0.9 0.6
O 0.4 -0.5 -0.4
O 0.4 -0.3 0.4
O -0.3 0.2 0.7

***

Entry 2:
DFT (ωB97M-V/def2-TZVPD) results for an isolated ion of composition C4H9N2 and charge +1 at a distorted geometry.

Highest occupied orbital energy (alpha / beta) in eV: -15.4 / -15.5
Molecular weight in g mol⁻¹: 85.130
Energy above the lowest of the compared OMol25 structures with the same formula, charge and spin in eV: 6.024
Charge: +1
Strongest force on any atom in eV Å⁻¹: 3.74
LUMO (alpha / beta) in eV: -6.38 / -6.23
Gap between HOMO and LUMO (alpha / beta) in Eh: 0.3311 / 0.3401

Positions of all 15 atoms, in Å:
N -2.20653 0.61601 -0.18056
N 0.27730 1.38261 0.07467
C -1.22110 -0.03758 0.31847
C 0.33463 -0.00103 0.06742
C 0.55732 -0.50529 -1.33209
C 1.06592 -0.71975 1.16160
H 2.13692 -0.64854 0.71738
H -0.12236 -0.11539 -2.22603
H 1.63147 -0.20010 -1.50601
H 0.45929 1.85268 0.89074
H -1.90620 1.52807 -0.34110
H 0.96360 -0.22195 2.17031
H 0.89758 -1.77190 1.38303
H 0.31294 -1.60524 -1.22561
H -3.18078 0.44740 0.02777

Atoms 1-6, force components in eV/Å:
N 1.0 -0.8 1.8
N -1.6 -1.4 -3.1
C -0.6 -0.4 -1.1
C -0.7 1.0 1.2
C -1.0 -1.2 -1.8
C 2.7 0.6 0.3

***

Which formula does entry 2 have? C4H9N2

***

energy above the lowest of the compared OMol25 structures with the same formula, charge and spin of number 2 (C4H9N2)? 6.024 eV